Entry 1:
Density functional theory data (wB97M-V/def2-TZVPD) for a molecular structure, C18H43MgO12S5 at a distorted geometry.

The energy above the lowest of the compared OMol25 structures with the same formula, charge and spin is 0.000 eV. For the LUMO energy, the calculation gives -0.08396 Ha. Its charge is +1. As for the total energy: -103550.3218 eV.

Each line ends with the Mulliken charge.
Atoms and positions in Å:
Mg1 1.15095 0.85017 0.31856  0.45
O1 -0.66430 0.40810 0.26093  -0.20
H1 -1.30670 -0.23399 -0.06433  -0.43
C1 -0.72128 -2.91413 -1.71489  -1.25
C2 -1.40661 -3.55855 -2.85994  0.55
C3 -2.39629 -2.66341 -3.60689  -0.29
O2 -2.13401 -2.93386 -4.98727  -0.38
C4 -0.98462 -3.65208 -5.10901  0.60
O3 -0.52126 -4.01879 -6.12351  -0.50
O4 -0.42636 -3.84871 -3.88407  -0.39
H2 -0.16809 -2.01723 -2.02691  0.12
H3 0.05792 -3.52228 -1.25610  0.46
H4 -1.41076 -2.55007 -0.95079  0.22
H5 -1.85766 -4.50554 -2.55469  0.33
H6 -2.20014 -1.60471 -3.41421  0.16
H7 -3.43831 -2.86974 -3.37764  0.31
C5 -2.86253 2.08192 -2.09101  -1.25
C6 -3.89553 1.25893 -1.37838  0.66
C7 -3.65867 1.09061 0.11989  0.76
O5 -4.95540 1.19760 0.69755  -0.44
C8 -5.79913 1.77309 -0.20759  0.51
O6 -6.90306 2.11058 0.03256  -0.50
O7 -5.19215 1.88379 -1.41562  -0.43
H8 -1.86665 1.69099 -1.86243  0.14
H9 -2.92174 3.12936 -1.79221  0.34
H10 -3.00259 2.02088 -3.17096  0.40
H11 -3.99086 0.29357 -1.88852  0.14
H12 -3.02926 1.91237 0.47906  -0.31
H13 -3.14449 0.18307 0.41205  -0.18
C9 3.56909 1.65151 -3.11151  -0.95
S1 1.79524 1.72138 -2.90863  0.40
O8 1.46813 1.04025 -1.61268  -0.21
C10 1.71110 3.49080 -2.62944  -0.87
H14 3.85849 0.60220 -3.17147  0.27
H15 4.06393 2.09995 -2.25181  0.30
H16 3.81315 2.10391 -4.07148  0.44
H17 2.42895 3.75079 -1.85539  0.29
H18 0.69258 3.74687 -2.35728  0.15
H19 1.97051 3.95349 -3.58239  0.53
C11 3.71836 -2.41524 1.36525  -1.10
S2 2.58436 -2.22767 0.00702  0.52
O9 1.76930 -0.98761 0.20897  0.26
C12 3.82664 -1.87937 -1.21667  -1.20
H20 3.22614 -2.79965 2.25389  0.24
H21 4.18367 -1.45077 1.58575  0.29
H22 4.48438 -3.12293 1.04786  0.52
H23 3.32633 -1.65629 -2.15670  0.24
H24 4.46920 -2.75335 -1.30277  0.56
H25 4.44348 -1.01457 -0.95546  0.34
C13 0.04108 5.21292 0.85860  -1.21
S3 -0.44272 3.51552 0.56246  0.80
O10 0.88145 2.80932 0.42634  -0.60
C14 -1.08769 3.15236 2.17793  -1.05
H26 0.82364 5.22530 1.61338  0.36
H27 -0.80908 5.81519 1.17742  0.47
H28 0.38140 5.60853 -0.09663  0.34
H29 -1.57551 2.18043 2.12940  0.08
H30 -1.79182 3.94221 2.44227  0.56
H31 -0.32008 3.11818 2.95219  0.29
C15 2.89584 1.69698 4.28973  -1.09
S4 1.41855 0.87789 3.73389  0.40
O11 1.49956 0.93170 2.24155  0.10
C16 1.91408 -0.77017 4.21198  -0.55
H32 2.97866 2.62671 3.72932  0.33
H33 3.76220 1.07507 4.06012  0.31
H34 2.86816 1.90852 5.35681  0.44
H35 2.68342 -1.05115 3.49832  -0.15
H36 1.10048 -1.48676 4.12392  0.12
H37 2.29977 -0.74242 5.22945  0.56
C17 -1.08900 -1.72255 2.72072  -0.61
S5 -0.30546 -3.12712 1.94569  0.80
O12 0.90324 -3.43932 2.74626  -0.73
C18 -1.58145 -4.29837 2.32417  -1.18
H38 -0.45119 -0.86411 2.50692  -0.67
H39 -1.10243 -1.92130 3.79666  0.63
H40 -2.08581 -1.51125 2.34450  0.46
H41 -1.68470 -4.50456 3.38614  0.37
H42 -1.39226 -5.21921 1.77229  0.40
H43 -2.48586 -3.88419 1.86953  0.36

Cartesian forces (eV/Å) of the 2 atoms listed first:
Mg -1.00 -0.30 -0.20
O -1.27 -0.01 0.12

Entry 2:
Density functional theory data (wB97M-V/def2-TZVPD) for a molecular structure, C18H45AsN5S3Si2Zr.

The energy above the lowest of the compared OMol25 structures with the same formula, charge and spin is 0.000 eV. For the LUMO energy, the calculation gives -0.09581 Ha. Its charge is +1. As for the total energy: -137228.3416 eV.

Each line ends with the Mulliken charge.
Atoms and positions in Å:
Zr1 -0.25325 -0.22980 -0.45771  -0.86
C1 0.01624 -1.70845 2.60423  -0.96
C2 1.39160 -1.54615 1.98794  -0.58
N1 1.46830 -0.28074 1.23048  0.34
C3 1.48190 0.94979 2.07192  -0.72
C4 0.48989 1.99095 1.55803  -0.62
N2 -0.80515 1.34981 1.25628  0.08
C5 -1.55415 0.90150 2.45229  -0.73
C6 -2.09135 -0.50895 2.26115  -0.88
N3 -1.04691 -1.35136 1.63331  -0.02
H1 -0.11260 -2.72950 2.96561  0.46
H2 -0.08367 -1.06426 3.47718  0.33
H3 2.16450 -1.59895 2.76102  0.36
H4 1.58646 -2.35383 1.28158  0.33
H5 2.32312 -0.29352 0.68157  -0.19
H6 1.25314 0.66499 3.09903  0.40
H7 2.48318 1.38040 2.08277  0.43
H8 0.37997 2.80106 2.28498  0.49
H9 0.85470 2.42236 0.62386  0.31
H10 -1.36806 1.99962 0.71472  0.43
H11 -0.88942 0.94917 3.31506  0.32
H12 -2.37548 1.58738 2.66140  0.51
H13 -2.39788 -0.92453 3.22579  0.44
H14 -2.94886 -0.50054 1.59487  0.33
H15 -1.48445 -2.20077 1.28859  0.42
C7 -3.29114 3.08800 -2.47979  -1.65
C8 -2.71527 1.80631 -1.93739  0.33
S1 -0.96050 1.74601 -1.84274  -0.11
C9 -3.45963 0.75060 -1.57772  0.77
C10 -4.96038 0.71804 -1.64263  -1.45
S2 -2.68621 -0.71147 -0.98482  -0.29
H16 -2.51613 3.69178 -2.94862  0.41
H17 -3.74032 3.69040 -1.68626  0.29
H18 -4.06580 2.89800 -3.22391  0.39
H19 -5.34127 1.34682 -2.44714  0.36
H20 -5.40388 1.07571 -0.70957  0.26
H21 -5.32026 -0.29734 -1.80402  0.39
C11 -2.06686 -4.92042 -2.12499  -0.93
N4 -1.61751 -3.85535 -3.01154  -0.29
C12 -0.82198 -2.85352 -2.66788  0.66
N5 -0.57859 -1.89664 -3.56128  -0.07
S3 -0.08200 -2.84746 -1.11129  -0.38
H22 -2.52036 -5.69472 -2.73765  0.34
H23 -2.79821 -4.54335 -1.41035  0.30
H24 -1.22137 -5.34558 -1.59201  0.34
H25 -2.03262 -3.82168 -3.93014  0.25
H26 -1.20410 -1.76086 -4.34069  0.21
H27 -0.02004 -1.09661 -3.28651  -0.14
C13 1.03824 2.85176 -4.31477  -1.12
Si1 2.17536 1.39074 -4.04096  0.40
C14 3.94599 2.00570 -4.17663  -1.10
C15 1.83254 0.15712 -5.42670  -1.10
As1 1.93347 0.43881 -1.88473  0.54
Si2 3.89317 -0.87384 -1.75429  0.34
C16 3.75377 -2.28335 -0.50520  -1.21
C17 4.25082 -1.70622 -3.40185  -1.05
C18 5.34995 0.19105 -1.23121  -1.09
H28 1.33455 3.31030 -5.26366  0.42
H29 1.11869 3.60547 -3.53119  0.31
H30 -0.00906 2.56323 -4.38874  0.25
H31 4.04592 2.57099 -5.10804  0.42
H32 4.68622 1.20609 -4.20352  0.32
H33 4.19969 2.67764 -3.35528  0.29
H34 1.92299 0.70778 -6.36880  0.43
H35 0.82323 -0.25759 -5.39516  0.28
H36 2.53248 -0.67624 -5.46154  0.32
H37 2.86490 -2.89803 -0.65713  0.20
H38 3.81137 -1.97542 0.54197  0.38
H39 4.62387 -2.92574 -0.67177  0.47
H40 3.43340 -2.35421 -3.72149  0.26
H41 5.13948 -2.33148 -3.26573  0.42
H42 4.47070 -1.00610 -4.20662  0.28
H43 5.19062 0.60874 -0.23396  0.31
H44 5.51482 1.02810 -1.90895  0.29
H45 6.26698 -0.40357 -1.19977  0.35

Cartesian forces (eV/Å) of the 2 atoms listed first:
Zr -0.45 0.27 -0.04
C -0.03 -0.01 -0.02